Entry 1:
{"formula": "C29H27MgN6STe", "method": "ωB97M-V/def2-TZVPD", "elements": ["Mg", "C", "C", "N", "C", "C", "C", "C", "C", "C", "C", "N", "C", "C", "C", "C", "C", "C", "C", "C", "N", "C", "H", "H", "H", "H", "H", "H", "H", "H", "H", "H", "H", "H", "C", "N", "C", "C", "N", "C", "S", "C", "C", "C", "C", "C", "N", "H", "H", "H", "H", "H", "H", "H", "H", "H", "C", "Te", "C", "H", "H", "H", "H", "H", "H"], "xyz": [[11.1676, 11.1748, 10.8402], [11.0530, 12.3146, 15.0544], [10.7990, 12.3375, 13.7091], [11.6342, 11.8810, 12.7799], [12.8138, 11.3467, 13.2444], [13.1558, 11.2686, 14.6134], [12.1952, 11.8233, 15.5317], [14.3000, 10.5486, 15.0053], [15.0212, 9.8452, 14.0748], [14.7454, 9.9936, 12.6999], [13.7378, 10.7689, 12.2125], [13.1821, 10.7399, 10.9900], [13.7200, 10.3773, 9.8066], [15.0132, 10.5558, 9.4659], [15.5440, 10.2633, 8.1981], [14.6606, 9.7982, 7.2167], [13.2641, 9.6308, 7.5148], [12.2748, 9.4556, 6.4728], [11.0075, 9.6036, 6.7533], [10.6081, 9.9388, 8.0518], [11.4804, 10.1596, 9.0100], [12.8020, 9.9723, 8.7587], [10.3066, 12.6550, 15.7628], [9.8693, 12.7168, 13.4028], [12.4577, 11.8380, 16.5359], [14.4485, 10.3188, 16.0760], [15.9134, 9.2817, 14.3725], [15.4755, 9.6115, 11.9974], [15.7003, 10.9693, 10.2084], [16.6192, 10.3655, 8.0543], [14.9976, 9.6400, 6.1911], [12.5626, 9.1600, 5.4359], [10.2140, 9.4218, 6.0570], [9.5739, 10.2023, 8.2211], [6.7004, 11.4350, 8.4405], [7.6053, 12.5965, 8.5358], [7.6610, 13.6535, 7.6765], [8.7487, 14.3806, 7.9971], [9.2739, 13.8045, 9.1730], [8.5773, 12.6434, 9.4466], [8.7518, 11.6285, 10.8156], [10.2871, 14.3972, 10.0306], [10.1613, 15.7138, 10.4082], [11.1875, 16.2399, 11.1621], [12.3540, 15.4286, 11.3483], [12.3200, 14.0828, 11.0453], [11.2745, 13.5557, 10.3533], [5.7129, 11.8331, 8.2141], [6.7004, 11.0584, 9.4194], [7.0897, 10.6639, 7.7427], [6.8551, 13.8881, 6.9064], [9.0925, 15.3652, 7.8020], [9.3160, 16.3651, 10.1129], [11.1098, 17.2089, 11.6560], [13.3039, 15.8852, 11.7135], [13.1571, 13.4740, 11.2494], [11.4605, 8.1138, 13.9993], [9.9375, 8.5486, 12.5284], [8.7196, 9.5428, 13.9271], [11.9015, 9.0172, 14.3216], [12.2241, 7.4837, 13.5416], [11.0897, 7.5415, 14.7672], [9.3116, 10.3517, 14.4486], [8.5233, 8.8499, 14.6603], [7.7666, 9.8897, 13.4321]], "e_homo_ev": -8.964, "energy_ha": -2316.03676, "lumo_ev": -2.66, "charge": 1, "largest_force_ha_per_bohr": 0.077}

***

Entry 2:
{"formula": "C29H28BaOP2S2", "method": "ωB97M-V/def2-TZVPD", "elements": ["Ba", "S", "P", "C", "P", "S", "C", "C", "C", "C", "C", "C", "C", "C", "C", "C", "C", "C", "C", "C", "C", "C", "C", "C", "C", "C", "C", "C", "C", "C", "H", "H", "H", "H", "H", "H", "H", "H", "H", "H", "H", "H", "H", "H", "H", "H", "H", "H", "H", "H", "C", "C", "C", "O", "C", "H", "H", "H", "H", "H", "H", "H", "H"], "xyz": [[0.0161, -1.6059, -3.2625], [2.7615, -1.1078, -2.1089], [1.6614, -1.1358, -0.3868], [0.0439, -1.4503, -0.5611], [-1.5329, -0.9808, -0.3762], [-2.7014, -1.0965, -2.0469], [-2.4280, -1.9989, 0.8462], [-2.0383, -3.3189, 1.0447], [-2.7463, -4.1363, 1.9114], [-3.8519, -3.6383, 2.5875], [-4.2502, -2.3246, 2.3875], [-3.5455, -1.5088, 1.5147], [-1.7130, 0.7151, 0.2922], [-2.2474, 1.7457, -0.4707], [-2.2632, 3.0462, 0.0165], [-1.7496, 3.3204, 1.2743], [-1.2229, 2.2921, 2.0458], [-1.2010, 0.9970, 1.5567], [2.4761, -2.3309, 0.7215], [1.7128, -3.0772, 1.6086], [2.3286, -3.9436, 2.5035], [3.7093, -4.0640, 2.5114], [4.4764, -3.3168, 1.6250], [3.8633, -2.4531, 0.7335], [2.0242, 0.4385, 0.4856], [2.2840, 1.6015, -0.2284], [2.4569, 2.8088, 0.4315], [2.3955, 2.8588, 1.8172], [2.1619, 1.6966, 2.5380], [1.9683, 0.4935, 1.8758], [-1.1775, -3.6984, 0.5067], [-2.4382, -5.1641, 2.0573], [-4.4051, -4.2747, 3.2663], [-5.1149, -1.9354, 2.9101], [-3.8651, -0.4865, 1.3531], [-2.6657, 1.5128, -1.4437], [-2.6859, 3.8425, -0.5845], [-1.7629, 4.3330, 1.6573], [-0.8204, 2.5061, 3.0276], [-0.7823, 0.1981, 2.1546], [0.6365, -2.9642, 1.5911], [1.7282, -4.5234, 3.1933], [4.1917, -4.7401, 3.2059], [5.5549, -3.4105, 1.6277], [4.4563, -1.8782, 0.0329], [2.3826, 1.5397, -1.3044], [2.6592, 3.7092, -0.1359], [2.5407, 3.7983, 2.3352], [2.1289, 1.7272, 3.6203], [1.7854, -0.4108, 2.4426], [-0.6633, 3.2035, -3.4470], [-0.5994, 3.1207, -4.9818], [-0.6030, 1.6121, -5.2326], [-0.1566, 0.9995, -4.0100], [0.1909, 2.0248, -3.0595], [-1.6842, 3.0615, -3.0878], [-0.2819, 4.1437, -3.0530], [0.3273, 3.5665, -5.3457], [-1.4350, 3.6196, -5.4683], [0.0605, 1.3085, -6.0446], [-1.6136, 1.2504, -5.4369], [1.2543, 2.2635, -3.1700], [0.0090, 1.6195, -2.0635]], "e_homo_ev": -7.130, "energy_ha": -2701.77640, "lumo_ev": -0.47, "largest_force_ha_per_bohr": 0.012}

***

Entry 3:
{"formula": "C29H28CdN8O2S", "method": "ωB97M-V/def2-TZVPD", "elements": ["Cd", "O", "C", "C", "C", "C", "C", "C", "C", "N", "C", "C", "N", "C", "C", "C", "C", "C", "C", "C", "O", "H", "H", "H", "H", "H", "H", "H", "H", "H", "H", "H", "H", "H", "H", "C", "C", "C", "C", "N", "C", "C", "C", "C", "C", "C", "N", "H", "H", "H", "H", "H", "H", "H", "H", "C", "C", "N", "N", "C", "S", "N", "N", "H", "H", "H", "H", "H", "H"], "xyz": [[-0.7520, -1.5574, 0.3938], [0.3474, -3.4651, 0.2571], [1.5552, -3.7078, 0.0325], [1.8450, -5.1555, -0.2281], [3.1559, -5.5493, -0.3104], [4.2291, -4.6764, -0.3776], [3.9919, -3.3150, -0.2567], [2.7030, -2.7523, 0.0155], [2.5718, -1.3528, 0.2855], [1.4752, -0.6803, 0.4747], [1.5019, 0.6834, 0.9652], [0.6852, 0.7266, 2.2377], [-0.4558, -0.1707, 2.2010], [-1.3848, 0.0309, 3.0552], [-2.7073, -0.5280, 3.1577], [-3.6462, 0.0569, 4.1100], [-4.9194, -0.4397, 4.2374], [-5.2986, -1.5398, 3.4478], [-4.4700, -2.0957, 2.5181], [-3.1088, -1.6343, 2.3583], [-2.5127, -2.1993, 1.3731], [1.0377, -5.8188, -0.3485], [3.3574, -6.6075, -0.2440], [5.2459, -5.0559, -0.5226], [4.8494, -2.6301, -0.1890], [3.5184, -0.7205, 0.2307], [0.9825, 1.3066, 0.2631], [2.5370, 0.9158, 1.1733], [0.4403, 1.7832, 2.4255], [1.3582, 0.3596, 3.0200], [-0.9811, 0.6769, 3.8780], [-3.2898, 0.8290, 4.8262], [-5.6550, -0.0302, 4.9679], [-6.3625, -1.7879, 3.4976], [-4.7680, -2.9435, 1.9497], [0.4347, -2.4058, -3.8920], [0.0897, -1.1893, -4.5000], [-0.8470, -0.3316, -3.9333], [-1.3474, -0.5800, -2.6421], [-0.8268, -1.6327, -2.0418], [-0.1679, -2.6277, -2.6912], [-2.3398, 0.2273, -1.9615], [-3.4715, 0.6656, -2.7163], [-4.4742, 1.3660, -2.0488], [-4.2953, 1.6983, -0.7072], [-3.1113, 1.2601, -0.1026], [-2.1643, 0.5130, -0.6711], [1.0015, -3.2031, -4.3114], [0.6113, -0.9349, -5.4589], [-1.1429, 0.5729, -4.5370], [-0.1274, -3.6445, -2.1993], [-3.5036, 0.3383, -3.7513], [-5.3514, 1.7638, -2.5860], [-4.9573, 2.3972, -0.2453], [-2.9131, 1.4121, 0.9749], [4.8819, 4.4975, -1.2008], [3.7418, 4.6082, -0.2264], [3.8687, 4.6275, 1.0928], [2.6511, 4.5320, 1.6322], [1.6800, 4.3849, 0.6502], [0.0097, 4.1551, 0.8525], [2.4148, 4.3737, -0.5062], [1.7728, 4.5116, -1.7717], [5.7675, 4.7472, -0.6148], [4.7952, 5.1703, -2.0726], [5.0520, 3.4794, -1.6611], [2.4751, 4.4701, 2.6140], [0.8060, 4.3330, -1.5608], [1.9113, 5.4896, -2.0811]], "e_homo_ev": -6.841, "energy_ha": -2276.29115, "lumo_ev": -0.11, "largest_force_ha_per_bohr": 0.072}